Entry 1:
{
  "formula": "C4H11N3O2",
  "method": "wB97M-V/def2-TZVPD",
  "symbols": ["N", "C", "C", "N", "H", "C", "H", "H", "O", "H", "H", "N", "H", "H", "H", "C", "H", "H", "H", "O"],
  "xyz": [[0.0050, -0.1899, -1.1612], [1.2859, -0.7874, -1.4521], [-0.5117, -0.6329, 1.9612], [0.2559, 1.8993, -2.2007], [1.1527, -1.8135, -1.7123], [-0.0046, -1.8324, 2.6564], [-0.7099, -2.2733, 3.3570], [0.0299, 0.9731, 1.1990], [-1.6721, -0.3675, 1.7576], [-0.1760, 2.7863, -2.3731], [-1.9004, 2.2880, -1.0079], [-1.7565, 1.2963, -1.1394], [0.8796, -1.5961, 3.2557], [0.3466, -2.6524, 2.0294], [1.8333, -0.6557, -0.5168], [-0.4641, 0.9237, -1.4856], [-2.1203, 0.8232, -0.3309], [1.8266, -0.2446, -2.2382], [1.2418, 1.9244, -2.0159], [0.4583, 0.1312, 1.4180]],
  "forces_ev_per_a": [[-1.16, -1.38, 0.12], [-0.36, 2.34, 0.28], [-0.52, 0.10, -1.57], [-0.32, -0.31, -0.03], [0.06, -0.69, -0.11], [0.98, -0.87, 1.33], [-0.39, 0.26, -0.25], [0.04, -0.27, -0.43], [-0.05, 0.04, 0.63], [0.00, 0.16, 0.05], [0.16, 0.01, -0.23], [-0.34, 0.61, 0.05], [-0.04, 0.27, -0.11], [-0.26, 0.31, -0.57], [0.45, -0.53, -0.12], [1.23, 0.59, -0.35], [0.00, -0.67, 0.07], [0.16, -0.29, -0.15], [0.04, 0.05, -0.09], [0.34, 0.27, 1.48]],
  "mulliken_charge": [-0.35, -0.94, 0.83, -0.51, 0.28, -1.07, 0.33, 0.31, -0.57, 0.20, 0.22, -0.58, 0.31, 0.27, 0.29, 0.59, 0.31, 0.35, 0.18, -0.44],
  "smiles": "CN=C(N)N.CC(=O)O",
  "multiplicity": 1,
  "relative_energy_kcal_mol": 22.6,
  "homo_lumo_gap_ev": 9.2,
  "largest_force_ev_per_a": 2.38
}

Entry 2:
{
  "formula": "C4H11N3O2",
  "method": "wB97M-V/def2-TZVPD",
  "symbols": ["H", "O", "H", "C", "O", "N", "H", "C", "H", "N", "C", "H", "H", "C", "H", "N", "H", "H", "H", "H"],
  "xyz": [[3.0363, -1.0892, -1.1039], [0.2825, 1.7971, 1.1289], [-0.1482, 0.9210, -1.1005], [-0.9524, -2.1396, 0.3902], [-0.7234, 1.6777, -0.8708], [0.5347, -0.9994, -1.6581], [-1.5449, -1.2294, 0.3986], [-0.7306, 1.7917, 0.4899], [2.7934, -1.5430, 0.5436], [0.4740, -1.8401, 0.5360], [1.1150, -1.3100, -0.5915], [0.7589, -1.0861, -2.6284], [-1.2822, -2.7907, 1.1907], [-2.0941, 1.9761, 1.0796], [-2.0191, 2.6903, 1.8672], [2.4480, -1.0982, -0.2870], [-2.3106, 0.9934, 1.4918], [-2.8909, 2.0995, 0.3538], [-1.0312, -2.6621, -0.5590], [0.6762, -1.2819, 1.3561]],
  "forces_ev_per_a": [[0.31, 0.21, 0.25], [0.21, -0.48, 0.43], [0.29, 0.13, -0.29], [0.71, 0.07, -0.12], [-0.55, -0.63, 0.54], [-2.27, -0.48, -0.49], [-0.32, 0.04, -0.25], [0.10, 0.81, -1.12], [0.24, -0.25, -0.13], [-0.79, 0.53, -0.18], [1.53, -0.05, 1.27], [1.05, 0.36, 0.14], [0.06, -0.10, 0.18], [0.14, -1.10, -0.54], [-0.35, 0.52, 0.49], [-0.15, -0.03, -0.70], [-0.06, -0.13, 0.51], [0.17, 0.63, -0.10], [-0.43, 0.13, 0.00], [0.12, -0.17, 0.12]],
  "mulliken_charge": [0.23, -0.54, 0.37, -0.67, -0.51, -0.74, 0.14, 0.71, 0.23, -0.38, 0.65, 0.14, 0.30, -0.96, 0.33, -0.45, 0.23, 0.33, 0.30, 0.29],
  "smiles": "[H]/N=C(\\N)NC.CC(=O)O",
  "multiplicity": 1,
  "relative_energy_kcal_mol": 26.2,
  "homo_lumo_gap_ev": 10.2,
  "largest_force_ev_per_a": 2.37
}

Entry 3:
{
  "formula": "C4H11N3O2",
  "method": "wB97M-V/def2-TZVPD",
  "symbols": ["O", "N", "H", "N", "H", "C", "C", "C", "O", "H", "H", "H", "H", "H", "H", "H", "H", "H", "N", "C"],
  "xyz": [[0.7725, -1.3018, -0.9295], [-1.2855, 2.6937, 1.6285], [1.1473, -3.2784, -2.5236], [-2.2008, 1.1305, 0.2463], [-2.3172, 3.0312, 1.4331], [0.0035, -2.3101, -1.3419], [1.5297, 1.6473, 0.8779], [0.9022, -3.4666, -1.4715], [-1.1604, -2.0886, -1.4379], [-2.0462, 0.3500, -0.3574], [2.0429, 1.5733, -0.0573], [-0.5698, 3.3927, 1.3174], [0.5678, -4.4355, -1.0925], [1.6943, 2.5379, 1.4655], [0.3026, -0.4734, -0.5936], [1.9981, 0.9707, 1.5055], [-2.5522, 0.6526, 1.0054], [1.8154, -3.2896, -0.7477], [0.2713, 1.0833, 0.3728], [-0.9154, 1.5807, 0.7005]],
  "forces_ev_per_a": [[1.15, 1.36, 0.45], [0.96, -0.04, -2.28], [0.69, -1.40, 0.02], [2.58, -0.09, -1.96], [3.12, -0.88, 0.12], [0.63, 2.29, 2.75], [-0.72, -0.37, -1.58], [1.89, -0.29, 1.39], [-2.23, -1.28, -0.93], [0.13, -0.59, -1.23], [1.38, 0.90, -0.21], [-1.22, -0.03, 1.09], [-0.64, 0.10, -1.14], [-0.99, 1.06, -0.46], [0.30, -0.70, -0.48], [0.72, -2.05, 1.15], [-1.62, -0.81, 2.53], [-1.60, 0.04, -1.95], [-4.63, 2.01, 1.84], [0.10, 0.78, 0.89]],
  "mulliken_charge": [-0.43, -0.58, 0.26, -0.66, 0.33, 0.82, -1.11, -0.95, -0.57, 0.27, 0.32, 0.26, 0.33, 0.39, 0.48, 0.32, 0.25, 0.24, -0.46, 0.52],
  "smiles": "CN=C(N)N.CC(=O)O",
  "multiplicity": 1,
  "relative_energy_kcal_mol": 58.8,
  "homo_lumo_gap_ev": 10.5,
  "largest_force_ev_per_a": 5.37
}

Entry 4:
{
  "formula": "C4H11N3O2",
  "method": "wB97M-V/def2-TZVPD",
  "symbols": ["N", "N", "C", "H", "H", "H", "H", "C", "H", "H", "O", "N", "O", "H", "H", "H", "C", "C", "H", "H"],
  "xyz": [[2.5525, 0.1756, 1.1340], [0.3121, -0.4281, 1.6927], [-3.1783, -1.4563, -1.8291], [3.6979, 1.9052, 0.7752], [-3.8489, -1.7196, -1.0133], [2.5590, -0.7699, 0.7648], [-2.1167, 0.9070, -0.4333], [-2.0160, -0.6728, -1.1855], [-3.5731, -0.9841, -2.7026], [-0.3907, -0.7580, 1.1392], [-2.7450, 0.3558, -0.6658], [0.9677, 1.7991, 1.2094], [-0.8613, -0.8508, -1.0047], [3.8478, 0.6380, -0.3668], [0.0908, 2.2098, 1.4030], [-2.6933, -2.3756, -2.3128], [3.1642, 1.1340, 0.1854], [1.2426, 0.5853, 1.3203], [2.2898, 1.5538, -0.4029], [0.6989, -1.2485, 2.2927]],
  "forces_ev_per_a": [[-0.38, 0.05, -0.95], [3.37, -1.32, 4.17], [3.50, -3.13, -1.04], [-0.56, -0.10, -0.59], [-0.25, 0.08, -0.47], [0.07, 0.14, 0.13], [4.71, 5.27, 2.62], [-4.28, -0.34, -0.37], [-0.68, 0.91, 0.07], [-1.86, -0.34, -2.16], [-3.05, -3.38, -1.64], [0.91, 1.37, -0.71], [0.87, -0.15, -0.32], [2.25, -1.62, -2.00], [-1.14, -0.51, 0.47], [-0.91, 0.72, 1.04], [-2.03, 1.68, 1.93], [-1.66, -1.45, 1.13], [1.76, -0.08, 0.33], [-0.64, 2.18, -1.63]],
  "mulliken_charge": [-0.40, -0.51, -1.02, 0.20, 0.28, 0.26, 0.30, 0.74, 0.32, 0.18, -0.40, -0.63, -0.55, 0.42, 0.21, 0.31, -0.79, 0.56, 0.28, 0.24],
  "smiles": "[H]/N=C(\\N)NC.CC(=O)O",
  "multiplicity": 1,
  "relative_energy_kcal_mol": 57.8,
  "homo_lumo_gap_ev": 9.7,
  "largest_force_ev_per_a": 7.54
}

Entry 5:
{
  "formula": "C4H11N3O2",
  "method": "wB97M-V/def2-TZVPD",
  "symbols": ["O", "H", "H", "H", "N", "H", "H", "H", "O", "H", "H", "H", "H", "C", "C", "N", "C", "N", "H", "C"],
  "xyz": [[1.3321, -0.3462, 1.6989], [0.9444, 1.7629, -2.2112], [-1.9376, 0.6384, 0.8753], [-3.1411, 0.8517, -0.2340], [-1.6086, 1.3505, -2.1556], [0.7874, -3.1881, 2.7609], [1.0275, -3.4234, 1.0930], [1.7251, 0.3909, -1.5013], [-0.5980, -1.4365, 1.2879], [-2.3246, 2.0069, -2.4072], [-0.7887, 1.3191, -2.7393], [1.8357, 1.8573, -0.6715], [0.9586, 0.4053, 1.2066], [-1.2303, 1.1955, -0.8533], [1.2742, -2.7262, 1.9024], [-2.2461, 1.1757, 0.0792], [1.1110, 1.2689, -1.2483], [-0.0432, 1.0219, -0.4216], [2.3453, -2.6840, 1.9855], [0.5767, -1.4408, 1.5537]],
  "forces_ev_per_a": [[0.72, -0.43, -0.11], [-0.10, 0.29, 0.08], [0.04, 0.06, 0.32], [-0.19, -0.12, -0.34], [0.61, -0.25, -0.49], [0.21, 0.29, 0.24], [0.13, 0.13, -0.02], [-0.59, -0.33, 0.14], [-0.20, 0.28, -0.33], [-0.05, 0.10, 0.07], [-0.39, 0.30, -0.50], [-0.26, 0.31, -0.17], [-0.90, 0.09, -0.24], [-0.24, -0.26, 0.88], [-0.50, -0.66, -0.76], [-0.03, 0.00, 0.21], [0.80, -0.12, -0.10], [0.80, 0.13, -0.09], [0.31, 0.24, 0.29], [-0.18, -0.05, 0.91]],
  "mulliken_charge": [-0.48, 0.41, 0.30, 0.23, -0.44, 0.27, 0.30, 0.29, -0.54, 0.23, 0.18, 0.28, 0.51, 0.45, -1.03, -0.55, -1.10, -0.38, 0.31, 0.75],
  "smiles": "CN=C(N)N.CC(=O)O",
  "multiplicity": 1,
  "relative_energy_kcal_mol": 10.5,
  "homo_lumo_gap_ev": 9.7,
  "largest_force_ev_per_a": 1.12
}

Entry 6:
{
  "formula": "C4H11N3O2",
  "method": "wB97M-V/def2-TZVPD",
  "symbols": ["C", "O", "C", "H", "N", "C", "H", "H", "H", "N", "C", "H", "H", "H", "O", "H", "N", "H", "H", "H"],
  "xyz": [[1.1559, -2.0671, 2.3555], [-2.5216, 3.2400, -1.5020], [0.4809, -1.9840, 0.0418], [-2.3573, 4.0767, -1.0513], [-0.3399, -2.9258, 0.2190], [-1.6231, 2.2631, -1.1593], [-0.4335, 3.4525, 0.1627], [-1.0545, -3.0606, -0.4789], [1.9416, -1.6288, 2.9798], [1.0655, -1.2996, 1.0946], [-0.2899, 2.8382, -0.7301], [1.9742, -0.9303, 0.8653], [0.6757, -0.4125, -1.2858], [0.2296, -1.9166, 2.8971], [-1.9063, 1.1315, -1.3835], [0.2760, -1.8441, -1.9239], [0.8211, -1.4114, -1.1955], [1.4555, -3.0984, 2.1943], [0.4447, 2.0583, -0.5684], [0.0053, 3.5191, -1.5317]],
  "forces_ev_per_a": [[0.30, 1.07, 0.13], [-0.39, -0.21, 0.36], [-0.68, 1.42, -0.69], [0.24, -0.06, -0.10], [-0.28, -0.40, 1.27], [0.01, 1.02, -0.71], [0.18, -0.17, 0.07], [0.50, -0.18, -0.62], [-0.08, 0.19, -0.19], [0.92, -1.17, 0.64], [-0.53, 0.05, 0.04], [0.05, 0.08, -0.35], [0.11, 0.01, 0.42], [-0.17, -0.65, 0.07], [0.27, -0.55, 0.20], [0.04, -0.17, -0.18], [-0.24, 0.02, -0.50], [-0.52, -0.21, -0.02], [0.04, 0.04, 0.09], [0.24, -0.15, 0.06]],
  "mulliken_charge": [-0.88, -0.48, 0.46, 0.32, -0.69, 0.73, 0.35, 0.23, 0.35, -0.28, -0.95, 0.29, 0.22, 0.26, -0.49, 0.27, -0.53, 0.30, 0.19, 0.33],
  "smiles": "[H]/N=C(\\N)NC.CC(=O)O",
  "multiplicity": 1,
  "relative_energy_kcal_mol": 25.3,
  "homo_lumo_gap_ev": 9.5,
  "largest_force_ev_per_a": 1.72
}